Density functional theory data (ωB97M-V with the def2-TZVPD basis set) for C12H19MgO7P as an isolated structure at a distorted geometry.

Cartesian coordinates (Å):
1 Mg -0.94620 1.48127 -0.62805
2 O -3.45836 -0.28833 -0.10601
3 C -2.52778 0.35883 -0.29819
4 C 0.80331 2.31573 -0.89954
5 O 1.82560 2.81235 -1.05433
6 C -0.86231 1.91079 1.28568
7 O -0.80696 2.16041 2.40166
8 C -1.00883 0.99742 -2.52873
9 O -1.04692 0.71978 -3.64245
10 C -3.96632 5.49545 -1.52310
11 H -4.58105 5.07471 -2.35789
12 H -4.50875 5.50707 -0.54447
13 C -2.87173 6.13777 -1.71984
14 H -2.37980 6.75575 -0.92717
15 H -2.45213 6.32352 -2.74060
16 C -1.49811 -3.71122 1.16668
17 C -1.06189 -2.27512 1.21396
18 O -1.05750 -1.77453 -0.12670
19 P 0.47785 -0.99954 -0.54016
20 O 0.94403 -2.48088 -1.13738
21 C 2.16965 -3.10519 -0.70684
22 C 2.22100 -3.36894 0.78416
23 O 1.94521 -0.02057 -0.88810
24 C 2.94361 0.06777 0.22356
25 C 2.40740 0.65333 1.48982
26 H -2.47292 -3.77461 0.69928
27 H -1.56364 -4.07904 2.18943
28 H -0.79794 -4.32157 0.60580
29 H -1.74998 -1.63297 1.72855
30 H -0.06171 -2.17865 1.70924
31 H 2.25133 -4.02291 -1.22671
32 H 2.95153 -2.43760 -1.07629
33 H 1.44207 -4.08364 1.08325
34 H 3.18516 -3.82357 1.00704
35 H 2.12450 -2.47518 1.41210
36 H 3.31793 -0.97115 0.37620
37 H 3.74359 0.63019 -0.17646
38 H 1.58113 0.08467 1.92574
39 H 3.23662 0.64752 2.20513
40 H 2.10930 1.69088 1.34175

The lowest unoccupied orbital energy comes out at -0.342 Eh. Its total charge is +2. The value obtained for the molar mass is 330.6 g mol⁻¹. As for the strongest force on any atom: 7.94 eV/A.

Density functional theory data (ωB97M-V with the def2-TZVPD basis set) for an isolated ion of composition C12H19N2 and charge +1 at a distorted geometry.

Cartesian coordinates (Å):
1 C -2.14203 -2.07786 2.52625
2 C -1.46506 -1.21870 1.77156
3 C -0.80809 -1.72427 0.55272
4 N -0.97346 -3.06979 0.21757
5 C -0.14895 -3.30668 -0.85826
6 C 0.57147 -2.15108 -1.13852
7 C 1.61340 -1.86456 -2.14587
8 N 0.08816 -1.19075 -0.27839
9 C 0.70661 0.14323 0.19835
10 C 1.81152 -0.07478 0.94381
11 C 0.06906 1.55156 -0.08037
12 C -1.19523 1.45066 -0.95313
13 C 1.08762 2.49460 -0.72441
14 C -0.45903 2.05871 1.30927
15 H -2.42716 -1.85777 3.59788
16 H -2.30646 -3.07731 2.20686
17 H -1.39198 -0.22473 2.15493
18 H -1.80899 -3.66123 0.51446
19 H -0.14951 -4.12685 -1.47440
20 H 2.17733 -1.02013 -2.00604
21 H 2.42049 -2.70574 -2.14936
22 H 1.15112 -1.89803 -3.11338
23 H 2.19323 -1.10205 1.19135
24 H 2.42418 0.71452 1.42679
25 H -1.01863 1.29874 -2.06405
26 H -1.87576 0.71731 -0.69353
27 H -1.77692 2.40958 -0.86014
28 H 0.93646 3.48760 -0.28602
29 H 1.04168 2.57868 -1.80080
30 H 2.06522 2.10819 -0.60239
31 H -1.49950 1.67239 1.56747
32 H -0.54721 3.08861 1.30500
33 H 0.13487 1.52008 2.10459

Its SMILES is C=Cc1[nH+]cc(C)n1C(=C)C(C)(C)C. The lowest unoccupied orbital energy comes out at -0.137 Eh. Its total charge is +1. The value obtained for the molar mass is 191.3 g mol⁻¹. As for the strongest force on any atom: 4.16 eV/A.

Density functional theory data (ωB97M-V with the def2-TZVPD basis set) for a 2-piece molecular cluster, C12H19N2O3 overall.

Cartesian coordinates (Å):
1 C -4.18509 0.31726 0.20938
2 N -3.54603 -0.54316 -0.77800
3 C -3.20790 0.09020 -2.03922
4 C -1.74113 0.50008 -2.19386
5 C -0.73897 -0.60208 -2.51352
6 O -0.23155 -1.35556 -1.43402
7 C -0.58267 -0.94058 -0.13208
8 C -0.56858 0.55035 0.07407
9 N -1.26273 1.32549 -1.02595
10 H -3.45615 0.94905 0.71436
11 H -4.60561 -0.29992 0.99345
12 H -4.97787 0.94223 -0.20631
13 H -4.07650 -1.38990 -0.91833
14 H -3.42623 -0.58718 -2.85797
15 H -3.81909 0.98558 -2.19499
16 H -1.72411 1.17006 -3.04908
17 H 0.10652 -0.14836 -3.03316
18 H -1.22185 -1.27026 -3.22263
19 H 0.16974 -1.33430 0.54349
20 H -1.52729 -1.37940 0.16456
21 H -1.08863 0.75807 0.99960
22 H 0.44644 0.91193 0.18035
23 H -0.58306 1.98488 -1.40859
24 H -2.02187 1.90194 -0.66155
25 C 4.52635 1.03308 1.51448
26 C 3.22823 0.98769 1.80153
27 C 2.59083 -0.26057 2.28426
28 O 1.40001 -0.30422 2.53696
29 C 3.45174 -1.45367 2.45056
30 C 4.75059 -1.41269 2.16341
31 C 5.39081 -0.16686 1.67035
32 O 6.56933 -0.12456 1.40489
33 H 5.01496 1.93382 1.16527
34 H 2.58451 1.85452 1.71036
35 H 2.96504 -2.34996 2.81333
36 H 5.39780 -2.27298 2.27460

The lowest unoccupied orbital energy comes out at -0.142 Eh. Its total charge is +1. The value obtained for the molar mass is 239.3 g mol⁻¹. As for the strongest force on any atom: 0.69 eV/A.

Density functional theory data (ωB97M-V with the def2-TZVPD basis set) for one molecule with the formula C12H19N3O4 at a distorted geometry.

Cartesian coordinates (Å):
1 C 0.99805 4.40246 0.17027
2 C 0.00284 3.26864 -0.06662
3 N -0.10690 2.72737 -1.21863
4 C -1.02327 1.71979 -1.04517
5 C -1.26968 0.80358 -2.21864
6 C -0.06067 -0.12761 -2.40731
7 O -0.00401 -0.95519 -1.21268
8 C 0.86759 -2.00890 -1.23492
9 O 1.56248 -2.36319 -2.15669
10 C 0.96127 -2.83206 0.06613
11 C 1.40641 -1.95969 1.27855
12 C -0.45309 -3.44282 0.38534
13 C 1.90587 -4.06179 -0.09907
14 C -1.48303 1.62386 0.23337
15 N -2.27321 0.64780 0.83396
16 O -2.27731 0.53093 2.04171
17 O -2.98357 -0.05935 0.11376
18 N -0.84006 2.68868 0.88595
19 C -1.04506 3.16069 2.25688
20 H 0.53263 5.32023 0.45708
21 H 1.55843 4.58072 -0.71931
22 H 1.75099 4.13388 0.96842
23 H -1.39204 1.45153 -3.09803
24 H -2.18334 0.19732 -2.12519
25 H 0.85978 0.46840 -2.50177
26 H -0.20662 -0.74710 -3.32208
27 H 1.00468 -0.94485 1.26318
28 H 1.10032 -2.37030 2.28378
29 H 2.51720 -1.85790 1.25819
30 H -1.06435 -2.66193 0.89568
31 H -0.97952 -3.78141 -0.50700
32 H -0.38847 -4.33761 1.01959
33 H 1.56440 -4.73430 -0.91588
34 H 1.85909 -4.62469 0.82840
35 H 2.91970 -3.70403 -0.25133
36 H -0.41352 2.63685 2.96216
37 H -0.86318 4.26081 2.36931
38 H -2.06083 2.95116 2.52864

Its SMILES is Cc1nc(CCOC(=O)C(C)(C)C)c([N+](=O)[O-])n1C. The lowest unoccupied orbital energy comes out at -0.015 Eh. The value obtained for the molar mass is 269.3 g mol⁻¹. As for the strongest force on any atom: 2.91 eV/A.

Orbital gap (Eh)
0.218 0.327 0.322 0.332